*w*
Density functional theory data (wB97M-V/def2-TZVPD) for one molecule with the formula C4H8O2S2.

```
16
C4H8O2S2 (wB97M-V/def2-TZVPD)
C 2.358 -1.780 -0.120
C 1.615 -0.886 0.532
S 1.021 0.682 -0.160
O 1.213 0.782 -1.567
O 1.684 1.663 0.659
C -0.755 0.741 0.384
C -1.744 0.464 -0.733
S -3.377 0.002 0.041
H 2.472 -2.752 0.325
H 2.611 -1.644 -1.185
H 1.453 -0.939 1.678
H -0.632 1.764 0.890
H -0.964 -0.138 1.147
H -2.120 1.234 -1.289
H -1.289 -0.241 -1.389
H -3.546 1.048 0.786
```

Calculated values
SMILES: C=CS(=O)(=O)CCS
E_HOMO: -9.559 eV
Charge: 0
E_LUMO: 0.61 eV



*x*
Density functional theory data (wB97M-V/def2-TZVPD) for a 3-piece molecular cluster, C4H8O2S2 overall.

```
16
C4H8O2S2 (wB97M-V/def2-TZVPD)
C -1.933 -1.533 -0.289
C 1.752 0.041 -1.917
O 0.838 -0.831 -1.857
O 2.876 0.016 -1.340
C -2.915 -0.940 0.459
S -1.017 1.916 0.863
S 0.218 0.568 1.845
C 1.821 1.039 1.212
H -2.136 -2.391 -0.874
H -0.959 -1.041 -0.361
H 1.498 0.970 -2.564
H -2.595 0.077 0.926
H -3.901 -1.391 0.580
H 1.761 1.119 0.146
H 2.085 2.056 1.656
H 2.608 0.325 1.514
```

Calculated values
E_HOMO: -8.621 eV
Charge: 0
E_LUMO: -5.04 eV



Each structure's energy above the most stable one, in eV: *w* 0.000; *x* 3.055.